# C19H9F14N5OPdTe

A structure of composition C19H9F14N5OPdTe (ωB97M-V/def2-TZVPD, the OMol25 dataset).

Geometry (Å):
Pd: 1.1796 -0.2065 0.6176
C: -1.6164 0.9798 4.9453
C: -0.2773 0.2586 4.7460
C: 0.8863 1.0680 5.3391
C: -0.3067 -1.1567 5.3488
C: -0.0572 0.0772 3.3453
N: 0.1074 -0.2001 2.2410
H: -1.7924 1.0941 6.0106
H: -2.4310 0.4003 4.5175
H: -1.5952 1.9626 4.4787
H: 0.8093 1.0460 6.4227
H: 0.8543 2.1010 5.0068
H: 1.8472 0.6491 5.0518
H: -0.4265 -1.0737 6.4243
H: 0.6207 -1.6847 5.1425
H: -1.1337 -1.7367 4.9498
F: 1.8423 -0.2148 -5.9610
C: 0.7974 -0.1484 -5.1392
C: -0.4508 -0.5124 -5.6134
F: -0.5645 -0.8817 -6.8866
C: -1.5896 -0.5210 -4.7721
C: -1.3901 -0.0757 -3.4415
C: -0.1382 0.2736 -2.9770
F: -0.0297 0.6593 -1.6831
C: 1.0033 0.2238 -3.7983
C: 2.3414 0.4433 -3.2679
C: 2.4861 0.0970 -1.9565
N: 2.4075 -0.2838 -0.8551
C: 3.3817 0.9650 -4.0439
N: 4.2146 1.4356 -4.6792
F: -2.4130 -0.0298 -2.5971
C: -2.8578 -0.9831 -5.2196
C: -4.0215 -0.9450 -4.4408
N: -5.0224 -0.9576 -3.8745
C: -3.0674 -1.5824 -6.4682
N: -3.3085 -2.1091 -7.4612
F: -1.1733 -1.3689 -0.2524
C: 0.1313 -1.7137 -0.0783
F: 0.5462 -2.1533 -1.3120
C: 0.2020 -2.8967 0.8897
F: 1.4116 -2.8696 1.5154
F: -0.7173 -2.7799 1.8492
F: 0.0733 -4.0937 0.3385
F: 1.7394 2.4126 -0.7477
Te: 1.4125 2.6251 1.1476
F: 2.8843 3.8228 1.2682
F: 0.7329 3.2122 2.8589
F: -0.3962 1.9235 0.8012
F: 0.5416 4.2093 0.5471
O: 2.3226 1.2392 1.7230

Atomic forces in eV per Å
0.45 -1.62 1.53
0.10 -0.04 -0.05
-0.14 0.13 1.03
-0.02 0.06 -0.07
-0.02 0.07 0.02
0.10 -0.66 -1.97
-0.64 0.34 2.00
-0.03 0.05 0.14
-0.09 -0.02 -0.03
-0.02 0.04 0.00
-0.05 -0.02 0.12
-0.01 0.06 -0.07
0.08 -0.08 -0.01
-0.03 0.02 0.16
0.09 -0.05 -0.01
-0.09 -0.07 -0.06
-0.35 0.03 0.25
-1.42 -0.37 -1.95
2.38 0.36 -0.34
-0.01 0.06 0.47
-2.91 -0.95 -1.03
1.30 0.71 1.86
-2.15 -0.36 1.33
-0.39 -0.16 -1.82
3.04 0.39 1.17
-3.16 -0.19 -2.20
0.32 -0.96 4.12
1.01 0.74 -3.69
0.59 -0.04 -0.41
0.17 0.09 -0.08
0.35 0.03 -0.46
2.81 1.01 1.01
-0.92 0.04 0.80
0.04 0.03 -0.03
-0.01 -0.40 -1.11
-0.01 0.00 -0.02
-0.03 -0.17 0.13
-0.39 0.25 -0.93
0.03 -0.14 0.13
0.70 -0.25 1.13
-0.28 -0.29 -0.32
-0.24 -0.06 -0.07
-0.13 -0.03 -0.36
0.02 0.09 1.33
-2.64 5.82 -1.43
-0.70 -0.95 0.08
0.66 -0.78 -1.05
1.67 0.50 0.37
0.45 -0.81 0.31
0.50 -1.48 0.06

Summary:
* total charge: 0
* electronic energy: -78159.4206 eV
* spin multiplicity: 1
* highest occupied orbital energy (spin up / spin down): -9.578 / -9.576 eV
* Kohn-Sham gap (spin up / spin down): 4.92 / 4.91 eV